[1]
The following is a DFT calculation (the ωB97M-V functional and the def2-TZVPD basis) of a 13-piece molecular cluster, C146H92N4O18 overall in a non-equilibrium geometry.

Each atom is followed by the atoms it is bonded to, with distances in Å.
Geometry (Å):
1 N 25.3993 17.7887 27.3302  C2 1.322, C6 1.358
2 C 24.4081 18.3590 27.9942  N1 1.322, C3 1.385, H7 1.088
3 C 24.2000 19.7250 28.0846  C2 1.385, C4 1.390, H8 1.072
4 C 25.1651 20.4957 27.4475  C3 1.390, C5 1.347, H9 1.072
5 C 26.1556 19.9684 26.7031  C4 1.347, C6 1.370, H10 1.066
6 C 26.2740 18.6034 26.6862  N1 1.358, C5 1.370, H11 1.104
7 H 23.7111 17.7779 28.5940  C2 1.088
8 H 23.3926 20.1420 28.6541  C3 1.072
9 H 25.1041 21.5547 27.6045  C4 1.072
10 H 26.9154 20.5858 26.2818  C5 1.066
11 H 27.1035 18.2574 26.0449  C6 1.104
12 N 20.7526 18.4450 29.7348  C13 1.346, C17 1.366
13 C 20.6435 19.3699 28.7624  N12 1.346, C14 1.414, H18 1.085
14 C 20.6975 18.9995 27.3993  C13 1.414, C15 1.362, H19 1.093
15 C 20.9546 17.6961 27.1009  C14 1.362, C16 1.389, H20 1.059
16 C 21.0907 16.7172 28.0771  C15 1.389, C17 1.402, H21 1.065
17 C 20.9941 17.1399 29.4106  N12 1.366, C16 1.402, H22 1.067
18 H 20.4738 20.3990 29.0624  C13 1.085
19 H 20.6535 19.6705 26.5371  C14 1.093
20 H 21.1095 17.4778 26.0759  C15 1.059
21 H 21.2762 15.7019 27.8123  C16 1.065
22 H 21.1529 16.4348 30.1948  C17 1.067
23 N 28.4972 15.5268 21.4732  C24 1.362, C28 1.368
24 C 27.8152 15.0926 20.3768  N23 1.362, C25 1.357, H29 1.091
25 C 26.5126 15.3845 20.1309  C24 1.357, C26 1.392, H30 1.058
26 C 25.8896 16.3409 20.9272  C25 1.392, C27 1.406, H31 1.058
27 C 26.5664 16.8558 22.0465  C26 1.406, C28 1.418, H32 1.067
28 C 27.8556 16.3527 22.3546  N23 1.368, C27 1.418, H33 1.040
29 H 28.3951 14.2990 19.9034  C24 1.091
30 H 25.9587 14.9940 19.3191  C25 1.058
31 H 24.8924 16.6188 20.7073  C26 1.058
32 H 25.9983 17.5506 22.6243  C27 1.067
33 H 28.3793 16.7401 23.1657  C28 1.040
34 N 14.9528 19.7586 23.8730  C35 1.350, C39 1.358
35 C 14.6520 19.3454 22.6234  N34 1.350, C36 1.364, H40 1.091
36 C 14.4382 20.1592 21.5501  C35 1.364, C37 1.407, H41 1.091
37 C 14.3276 21.5422 21.7836  C36 1.407, C38 1.371, H42 1.124
38 C 14.4887 21.9974 23.0667  C37 1.371, C39 1.413, H43 1.081
39 C 14.9114 21.1014 24.0742  N34 1.358, C38 1.413, H44 1.080
40 H 14.6448 18.2760 22.4092  C35 1.091
41 H 14.2755 19.7230 20.5636  C36 1.091
42 H 14.1483 22.3411 21.0130  C37 1.124
43 H 14.4198 23.0493 23.3059  C38 1.081
44 H 15.1948 21.4164 25.0677  C39 1.080
45 C 20.6975 23.8489 25.1020  C46 1.380, C50 1.397, H61 1.059
46 C 21.1186 22.6829 25.7078  C45 1.380, C47 1.397, H62 1.088
47 C 21.8998 22.7213 26.8649  C46 1.397, C48 1.349, H63 1.101
48 C 22.3983 23.8670 27.3744  C47 1.349, C49 1.385, C59 1.507
49 C 22.0127 25.0369 26.7409  C48 1.385, C50 1.395, C51 1.487
50 C 21.0750 25.0497 25.7080  C45 1.397, C49 1.395, H64 1.090
51 C 22.4355 26.3576 27.2771  C49 1.487, O52 1.258, C53 1.534
52 O 22.1216 27.4417 26.7225  C51 1.258
53 C 23.3210 26.4034 28.5289  C51 1.534, C54 1.368, C58 1.419
54 C 23.7203 27.5762 29.1079  C53 1.368, C55 1.403, H65 1.081
55 C 24.5985 27.5730 30.2026  C54 1.403, C56 1.411, H66 1.103
56 C 24.9453 26.3398 30.7933  C55 1.411, C57 1.351, H67 1.125
57 C 24.4959 25.1653 30.2996  C56 1.351, C58 1.410, H68 1.077
58 C 23.7034 25.1780 29.1338  C53 1.419, C57 1.410, C59 1.530
59 C 23.3112 23.8103 28.5725  C48 1.507, C58 1.530, O60 1.236
60 O 23.7201 22.7296 29.0118  C59 1.236
61 H 20.0262 23.7565 24.2886  C45 1.059
62 H 20.8485 21.7008 25.3256  C46 1.088
63 H 22.1447 21.8295 27.4617  C47 1.101
64 H 20.6778 26.0068 25.3712  C50 1.090
65 H 23.3292 28.4514 28.6074  C54 1.081
66 H 24.9661 28.4895 30.6944  C55 1.103
67 H 25.6389 26.3422 31.6792  C56 1.125
68 H 24.6922 24.2531 30.8366  C57 1.077
69 C 14.5892 25.7006 24.5545  C70 1.448, C74 1.378, H85 1.077
70 C 14.1110 26.8361 23.7938  C69 1.448, C71 1.357, H86 1.102
71 C 14.8081 27.1848 22.6833  C70 1.357, C72 1.427, H87 1.089
72 C 15.9042 26.4254 22.1744  C71 1.427, C73 1.382, C83 1.500
73 C 16.3552 25.3481 22.9140  C72 1.382, C74 1.395, C75 1.506
74 C 15.7358 25.0648 24.1310  C69 1.378, C73 1.395, H88 1.113
75 C 17.4597 24.4179 22.4857  C73 1.506, O76 1.211, C77 1.546
76 O 17.8242 23.4354 23.0931  C75 1.211
77 C 18.2015 24.9473 21.2364  C75 1.546, C78 1.435, C82 1.421
78 C 19.4179 24.2821 20.8647  C77 1.435, C79 1.404, H89 1.062
79 C 20.1400 24.7872 19.7714  C78 1.404, C80 1.367, H90 1.091
80 C 19.6782 25.8549 19.0529  C79 1.367, C81 1.399, H91 1.117
81 C 18.5506 26.5937 19.4281  C80 1.399, C82 1.459, H92 1.103
82 C 17.7259 26.0749 20.5141  C77 1.421, C81 1.459, C83 1.515
83 C 16.4233 26.7880 20.8143  C72 1.500, C82 1.515, O84 1.224
84 O 15.8872 27.5400 20.0109  C83 1.224
85 H 14.2254 25.5462 25.5563  C69 1.077
86 H 13.2616 27.4313 24.1652  C70 1.102
87 H 14.4804 28.0826 22.1603  C71 1.089
88 H 16.1548 24.1951 24.6854  C74 1.113
89 H 19.6444 23.3923 21.3982  C78 1.062
90 H 20.9257 24.1458 19.3698  C79 1.091
91 H 20.2393 26.1448 18.1320  C80 1.117
92 H 18.2748 27.4805 18.8324  C81 1.103
93 C 30.1261 19.3952 20.1180  C94 1.380, C98 1.410, H109 1.081
94 C 29.2010 18.6030 19.4696  C93 1.380, C95 1.417, H110 1.090
95 C 27.8457 18.7998 19.8336  C94 1.417, C96 1.385, H111 1.070
96 C 27.4628 19.7332 20.7829  C95 1.385, C97 1.418, C107 1.529
97 C 28.4414 20.4221 21.5426  C96 1.418, C98 1.363, C99 1.457
98 C 29.7431 20.2361 21.1835  C93 1.410, C97 1.363, H112 1.060
99 C 28.0991 21.2906 22.6608  C97 1.457, O100 1.241, C101 1.486
100 O 28.9837 21.9078 23.2746  C99 1.241
101 C 26.6625 21.4745 22.9945  C99 1.486, C102 1.419, C106 1.372
102 C 26.3664 22.4232 24.0076  C101 1.419, C103 1.408, H113 1.105
103 C 25.0124 22.5690 24.3665  C102 1.408, C104 1.415, H114 1.116
104 C 24.0010 21.9440 23.5991  C103 1.415, C105 1.411, H115 1.102
105 C 24.3482 21.1120 22.5134  C104 1.411, C106 1.382, H116 1.076
106 C 25.6821 20.8349 22.2787  C101 1.372, C105 1.382, C107 1.511
107 C 25.9808 19.9468 21.0932  C96 1.529, C106 1.511, O108 1.234
108 O 25.1072 19.3515 20.4570  C107 1.234
109 H 31.1654 19.3917 19.8216  C93 1.081
110 H 29.4214 18.0442 18.5596  C94 1.090
111 H 27.0071 18.4502 19.2675  C95 1.070
112 H 30.4262 20.7235 21.8315  C98 1.060
113 H 27.1968 22.9802 24.4777  C102 1.105
114 H 24.8024 23.3676 25.1174  C103 1.116
115 H 22.9144 22.1020 23.6966  C104 1.102
116 H 23.6219 20.6710 21.8528  C105 1.076
117 C 21.4524 14.8831 17.8020  C118 1.401, C122 1.359, H133 1.092
118 C 21.6609 15.0579 16.4278  C117 1.401, C119 1.360, H134 1.111
119 C 20.7274 14.5470 15.5815  C118 1.360, C120 1.404, H135 1.111
120 C 19.6575 13.7437 16.0064  C119 1.404, C121 1.396, C131 1.505
121 C 19.5651 13.4666 17.3711  C120 1.396, C122 1.406, C123 1.504
122 C 20.4903 14.0405 18.2614  C117 1.359, C121 1.406, H136 1.059
123 C 18.5636 12.5174 17.9689  C121 1.504, O124 1.232, C125 1.447
124 O 18.3193 12.4691 19.1755  C123 1.232
125 C 17.8584 11.7066 16.9993  C123 1.447, C126 1.412, C130 1.420
126 C 16.9999 10.6965 17.4843  C125 1.412, C127 1.396, H137 1.078
127 C 16.1898 9.9748 16.6054  C126 1.396, C128 1.427, H138 1.086
128 C 16.1557 10.2793 15.2120  C127 1.427, C129 1.387, H139 1.109
129 C 17.0030 11.2704 14.7378  C128 1.387, C130 1.429, H140 1.095
130 C 17.9395 11.9228 15.5983  C125 1.420, C129 1.429, C131 1.482
131 C 18.7589 13.0229 15.0372  C120 1.505, C130 1.482, O132 1.206
132 O 18.7813 13.3355 13.8730  C131 1.206
133 H 22.0846 15.2916 18.5929  C117 1.092
134 H 22.5368 15.5965 16.0077  C118 1.111
135 H 20.8982 14.7785 14.5088  C119 1.111
136 H 20.4393 13.9411 19.3149  C122 1.059
137 H 17.0594 10.6518 18.5594  C126 1.078
138 H 15.5742 9.1943 17.0422  C127 1.086
139 H 15.4264 9.8801 14.4784  C128 1.109
140 H 17.0646 11.6350 13.7077  C129 1.095
141 C 17.6623 12.5791 22.2927  C142 1.383, C146 1.406, H157 1.062
142 C 18.6187 13.5676 22.1505  C141 1.383, C143 1.365, H158 1.072
143 C 18.6916 14.5802 23.0634  C142 1.365, C144 1.402, H159 1.106
144 C 17.7750 14.6502 24.1222  C143 1.402, C145 1.373, C155 1.519
145 C 16.8370 13.6624 24.2911  C144 1.373, C146 1.409, C147 1.478
146 C 16.7791 12.5827 23.3871  C141 1.406, C145 1.409, H160 1.096
147 C 15.9290 13.6574 25.4572  C145 1.478, O148 1.244, C149 1.480
148 O 15.1069 12.7366 25.6152  C147 1.244
149 C 16.0134 14.7854 26.4114  C147 1.480, C150 1.382, C154 1.458
150 C 15.1633 14.8553 27.4982  C149 1.382, C151 1.379, H161 1.053
151 C 15.2204 15.9096 28.3853  C150 1.379, C152 1.420, H162 1.114
152 C 16.2392 16.8845 28.2192  C151 1.420, C153 1.385, H163 1.063
153 C 17.1442 16.8443 27.1718  C152 1.385, C154 1.388, H164 1.101
154 C 17.0230 15.8233 26.2396  C149 1.458, C153 1.388, C155 1.520
155 C 17.9110 15.8774 25.0077  C144 1.519, C154 1.520, O156 1.211
156 O 18.4932 16.9053 24.7426  C155 1.211
157 H 17.5615 11.7702 21.6128  C141 1.062
158 H 19.3418 13.5561 21.3588  C142 1.072
159 H 19.3741 15.4360 22.9061  C143 1.106
160 H 15.9805 11.8408 23.5041  C146 1.096
161 H 14.4061 14.1396 27.6544  C150 1.053
162 H 14.5564 15.9221 29.2791  C151 1.114
163 H 16.3956 17.6721 28.9160  C152 1.063
164 H 17.9666 17.5610 27.0259  C153 1.101
165 C 23.2431 12.9956 28.7106  C166 1.367, C170 1.391, H181 1.080
166 C 24.0957 14.0633 28.7484  C165 1.367, C167 1.389, H182 1.077
167 C 24.9191 14.2875 27.6521  C166 1.389, C168 1.409, H183 1.078
168 C 24.8430 13.4464 26.5246  C167 1.409, C169 1.446, C179 1.542
169 C 23.8657 12.3814 26.4969  C168 1.446, C170 1.343, C171 1.500
170 C 23.2302 12.1009 27.6460  C165 1.391, C169 1.343, H184 1.095
171 C 23.8295 11.4785 25.2999  C169 1.500, O172 1.227, C173 1.517
172 O 22.9834 10.5921 25.2379  C171 1.227
173 C 24.9404 11.6588 24.2828  C171 1.517, C174 1.393, C178 1.426
174 C 24.9714 10.7311 23.2442  C173 1.393, C175 1.364, H185 1.082
175 C 25.8884 10.8216 22.2388  C174 1.364, C176 1.442, H186 1.079
176 C 26.8234 11.9192 22.2249  C175 1.442, C177 1.349, H187 1.056
177 C 26.8627 12.7749 23.2674  C176 1.349, C178 1.417, H188 1.072
178 C 25.8806 12.7307 24.2875  C173 1.426, C177 1.417, C179 1.454
179 C 25.8284 13.7038 25.3668  C168 1.542, C178 1.454, O180 1.228
180 O 26.6028 14.6573 25.3794  C179 1.228
181 H 22.5732 12.8406 29.5430  C165 1.080
182 H 24.0789 14.8366 29.4974  C166 1.077
183 H 25.5376 15.1708 27.6529  C167 1.078
184 H 22.5753 11.2253 27.5934  C170 1.095
185 H 24.2025 9.9735 23.1761  C174 1.082
186 H 25.7750 10.1232 21.4248  C175 1.079
187 H 27.4463 12.1023 21.3926  C176 1.056
188 H 27.4507 13.6502 23.0765  C177 1.072
189 C 24.6324 18.2705 12.4034  C190 1.417, C194 1.380, H205 1.110
190 C 25.7716 17.7226 13.0426  C189 1.417, C191 1.393, H206 1.053
191 C 25.6559 17.4183 14.3970  C190 1.393, C192 1.361, H207 1.103
192 C 24.5191 17.6504 15.1093  C191 1.361, C193 1.434, C203 1.503
193 C 23.3779 18.2341 14.4674  C192 1.434, C194 1.410, C195 1.553
194 C 23.4938 18.5996 13.1106  C189 1.380, C193 1.410, H208 1.070
195 C 22.0587 18.5871 15.2066  C193 1.553, O196 1.196, C197 1.511
196 O 21.0371 18.8267 14.6319  C195 1.196
197 C 22.2125 18.5920 16.7100  C195 1.511, C198 1.390, C202 1.455
198 C 21.3168 19.3086 17.4950  C197 1.390, C199 1.382, H209 1.081
199 C 21.4031 19.3491 18.8735  C198 1.382, C200 1.390, H210 1.063
200 C 22.4935 18.7375 19.4819  C199 1.390, C201 1.389, H211 1.048
201 C 23.3919 18.0043 18.7174  C200 1.389, C202 1.373, H212 1.072
202 C 23.3424 17.9330 17.3474  C197 1.455, C201 1.373, C203 1.510
203 C 24.5143 17.3634 16.5851  C192 1.503, C202 1.510, O204 1.252
204 O 25.4533 16.7696 17.1617  C203 1.252
205 H 24.6503 18.6500 11.3605  C189 1.110
206 H 26.6795 17.6038 12.5218  C190 1.053
207 H 26.5528 17.0289 14.9086  C191 1.103
208 H 22.7387 19.2248 12.6811  C194 1.070
209 H 20.5228 19.8343 16.9831  C198 1.081
210 H 20.6861 19.9016 19.4304  C199 1.063
211 H 22.6154 18.7326 20.5228  C200 1.048
212 H 24.1678 17.4837 19.2425  C201 1.072
213 C 24.0368 16.6171 24.4603  C214 1.389, C218 1.414, H229 1.088
214 C 23.9375 15.6095 23.5090  C213 1.389, C215 1.399, H230 1.080
215 C 22.9654 15.6709 22.5051  C214 1.399, C216 1.370, H231 1.102
216 C 22.1332 16.7592 22.5018  C215 1.370, C217 1.422, C227 1.563
217 C 22.2239 17.8278 23.4354  C216 1.422, C218 1.369, C219 1.529
218 C 23.2106 17.7618 24.3814  C213 1.414, C217 1.369, H232 1.048
219 C 21.2356 18.9921 23.5042  C217 1.529, O220 1.222, C221 1.500
220 O 21.2524 19.7403 24.4707  C219 1.222
221 C 20.0831 18.9399 22.5451  C219 1.500, C222 1.383, C226 1.395
222 C 19.0875 19.8956 22.6395  C221 1.383, C223 1.372, H233 1.095
223 C 18.0236 19.8809 21.7729  C222 1.372, C224 1.382, H234 1.038
224 C 17.8664 18.8376 20.8809  C223 1.382, C225 1.395, H235 1.068
225 C 18.8471 17.8473 20.8262  C224 1.395, C226 1.376, H236 1.061
226 C 19.9808 17.9159 21.6032  C221 1.395, C225 1.376, C227 1.528
227 C 20.9485 16.7398 21.4819  C216 1.563, C226 1.528, O228 1.213
228 O 20.8294 15.8661 20.6485  C227 1.213
229 H 24.7730 16.4921 25.2516  C213 1.088
230 H 24.6675 14.8129 23.5181  C214 1.080
231 H 22.9440 14.8331 21.7902  C215 1.102
232 H 23.4204 18.4947 25.1009  C218 1.048
233 H 19.3471 20.5839 23.4503  C222 1.095
234 H 17.4005 20.7105 21.7825  C223 1.038
235 H 17.0547 18.8093 20.1874  C224 1.068
236 H 18.8426 17.0479 20.1285  C225 1.061
237 C 14.7095 15.5635 21.8911  C238 1.410, C242 1.406, H253 1.084
238 C 15.9165 15.8517 21.2226  C237 1.410, C239 1.406, H254 1.076
239 C 16.0047 15.5197 19.8588  C238 1.406, C240 1.406, H255 1.077
240 C 14.9295 14.9056 19.1934  C239 1.406, C241 1.439, C251 1.529
241 C 13.7137 14.5806 19.8914  C240 1.439, C242 1.373, C243 1.547
242 C 13.6421 14.9500 21.2117  C237 1.406, C241 1.373, H256 1.072
243 C 12.4775 13.9123 19.2437  C241 1.547, O244 1.193, C245 1.473
244 O 11.5057 13.6652 19.8892  C243 1.193
245 C 12.7886 13.4388 17.8843  C243 1.473, C246 1.419, C250 1.384
246 C 11.7980 12.5951 17.3194  C245 1.419, C247 1.369, H257 1.096
247 C 11.8619 12.2295 16.0012  C246 1.369, C248 1.383, H258 1.080
248 C 12.9104 12.6549 15.2058  C247 1.383, C249 1.368, H259 1.100
249 C 13.9310 13.3982 15.7330  C248 1.368, C250 1.439, H260 1.098
250 C 13.8864 13.7888 17.1172  C245 1.384, C249 1.439, C251 1.525
251 C 15.0376 14.6028 17.6988  C240 1.529, C250 1.525, O252 1.182
252 O 16.0087 14.9048 17.0954  C251 1.182
253 H 14.5920 15.8585 22.9271  C237 1.084
254 H 16.7023 16.3218 21.7873  C238 1.076
255 H 16.9384 15.6117 19.3297  C239 1.077
256 H 12.7103 14.7072 21.6823  C242 1.072
257 H 11.0266 12.1526 17.9598  C246 1.096
258 H 11.0118 11.6729 15.6353  C247 1.080
259 H 12.8536 12.4150 14.1340  C248 1.100
260 H 14.7838 13.6951 15.1083  C249 1.098

**M**: 2190.35 g mol⁻¹
**Kohn-Sham gap**: 7.786 eV
**Multiplicity**: 1
**Maximum force**: 4.1 eV Å⁻¹

---

[2]
The following is a DFT calculation (the ωB97M-V functional and the def2-TZVPD basis) of the molecule C3H3BrFN3 in a non-equilibrium geometry.

Each atom is followed by the atoms it is bonded to, with distances in Å.
Geometry (Å):
1 C 2.2335 0.4515 0.5257  N4 1.243, Br8 1.855
2 C 0.4972 -0.9692 0.1080  N6 1.300, F7 1.316
3 C -1.7075 0.0536 -0.2145  N6 1.434, H9 1.100, H10 1.157, H11 1.223
4 N 1.4169 1.3779 0.3808  C1 1.243, N5 1.297
5 N 0.1219 1.3118 0.3393  N4 1.297, N6 1.353
6 N -0.3049 0.0542 0.0834  C2 1.300, C3 1.434, N5 1.353
7 F -0.0557 -2.1156 -0.2275  C2 1.316
8 Br 3.8154 -0.1173 -0.2588  C1 1.855
9 H -2.1479 1.0129 0.0963  C3 1.100
10 H -1.7938 -0.1968 -1.3405  C3 1.157
11 H -2.0750 -0.8630 0.5078  C3 1.223

**M**: 179.98 g mol⁻¹
**Kohn-Sham gap (spin up / spin down)**: 7.155 / 7.542 eV
**Multiplicity**: 3
**Maximum force**: 3.6 eV Å⁻¹